ORCA calculation (wB97M-V/def2-TZVPD) on a 2-piece molecular cluster, CClF3S overall in a non-equilibrium geometry.

Results
E (eV): -32542.88742
Orbital gap (alpha / beta) (eV): 10.0120 / 6.1703
LUMO level (alpha / beta) (eV): -0.128 / -2.503
Energy above the lowest of the compared OMol25 structures with the same formula, charge and spin (kcal per mole): 70.4
Highest occupied orbital energy (alpha / beta) (hartree): -0.3726 / -0.3187

Geometry as XYZ:
```
6
Properties=species:S:1:pos:R:3:forces:R:3
C -1.457 -0.098 0.134 -0.3 0.9 1.8
F -1.969 1.132 0.005 0.4 -0.7 -0.6
F -2.417 -0.953 0.470 0.5 -0.1 -0.9
F 3.033 0.989 -0.234 -0.1 -1.1 0.5
S 2.905 -0.529 0.383 0.2 1.1 -0.4
Cl -0.096 -0.540 -0.758 -0.7 -0.1 -0.4
```
Positions in Å, forces in eV/Å.

=====

ORCA calculation (wB97M-V/def2-TZVPD) on a 2-piece molecular cluster, CClFN2O3 overall in a non-equilibrium geometry.

Results
E (eV): -25391.38989
Orbital gap (alpha / beta) (eV): 8.4705 / 9.2428
LUMO level (alpha / beta) (eV): -1.001 / -0.727
Energy above the lowest of the compared OMol25 structures with the same formula, charge and spin (kcal per mole): 43.3
Highest occupied orbital energy (alpha / beta) (hartree): -0.3481 / -0.3664

Geometry as XYZ:
```
8
Properties=species:S:1:pos:R:3:forces:R:3
C -1.742 0.311 -0.098 -0.4 0.8 0.3
N -0.541 0.037 -0.218 0.1 0.7 -0.4
N 2.644 -0.116 -0.020 1.9 -1.4 -3.1
O 0.025 -1.064 -0.094 -1.8 -2.0 1.1
O 1.786 -0.739 -0.580 1.9 0.8 0.5
O 2.933 0.574 0.859 -1.2 0.8 1.9
F -2.018 1.598 -0.290 -0.7 0.3 0.0
Cl -3.087 -0.601 0.439 0.3 -0.1 -0.2
```
Positions in Å, forces in eV/Å.

=====

ORCA calculation (wB97M-V/def2-TZVPD) on CClNO3S2 as an isolated structure in a non-equilibrium geometry.

Results
Net charge: -2
E (eV): -42857.98656
Orbital gap (alpha / beta) (eV): 5.5016 / 5.2570
LUMO level (alpha / beta) (eV): 5.267 / 5.065
Energy above the lowest of the compared OMol25 structures with the same formula, charge and spin (kcal per mole): 150.7
Highest occupied orbital energy (alpha / beta) (hartree): -0.0086 / -0.0070

Geometry as XYZ:
```
8
Properties=species:S:1:pos:R:3:forces:R:3
C -1.499 -0.437 0.108 -2.4 -0.1 -0.6
N -0.421 0.300 0.400 4.6 0.2 0.4
O -1.607 -1.491 -0.486 0.9 -0.9 -0.3
O 1.297 0.286 -1.530 0.2 -0.4 -0.2
O 2.266 1.887 0.851 -2.0 -2.8 -1.4
S -2.794 0.527 0.675 -1.7 0.5 0.4
S 1.057 0.204 -0.109 0.6 3.4 1.8
Cl 2.291 -1.731 0.617 -0.2 0.2 -0.2
```
Positions in Å, forces in eV/Å.

=====

ORCA calculation (wB97M-V/def2-TZVPD) on CClNO4 in the gas phase in a non-equilibrium geometry.

Results
E (eV): -23230.30938
Orbital gap (alpha / beta) (eV): 8.0032 / 6.3953
Spin multiplicity: 3
LUMO level (alpha / beta) (eV): 0.171 / -5.290
Energy above the lowest of the compared OMol25 structures with the same formula, charge and spin (kcal per mole): 50.8
⟨S²⟩: 2.010
Highest occupied orbital energy (alpha / beta) (hartree): -0.2878 / -0.4294

Geometry as XYZ:
```
7
Properties=species:S:1:pos:R:3:forces:R:3
C 0.851 -0.340 0.698 -0.4 -0.4 2.6
N -1.113 0.464 -0.768 -7.5 -1.0 -3.0
O -1.319 1.305 -0.015 -1.0 4.4 2.0
O 0.392 -0.096 1.782 0.4 0.0 -1.5
O -1.561 0.006 -1.761 -1.1 1.1 -1.5
O 0.301 -0.301 -0.466 9.1 -4.0 1.8
Cl 2.448 -1.037 0.530 0.5 -0.1 -0.4
```
Positions in Å, forces in eV/Å.

=====

ORCA calculation (wB97M-V/def2-TZVPD) on CClNO6Zr as an isolated structure in a non-equilibrium geometry.

Results
E (eV): -28597.94580
Orbital gap (eV): 4.4714
LUMO level (eV): -2.897
Energy above the lowest of the compared OMol25 structures with the same formula, charge and spin (kcal per mole): 0.0
Highest occupied orbital energy (hartree): -0.2708

Geometry as XYZ:
```
10
Properties=species:S:1:pos:R:3:forces:R:3
Zr -1.596 -1.996 0.377 2.4 2.3 -2.2
C 0.791 3.084 2.581 0.6 -4.5 -9.0
O -0.333 3.216 3.005 -4.0 0.4 5.9
O 1.252 2.281 1.715 3.9 -3.1 4.0
O 0.526 4.006 1.749 -0.4 7.3 -0.9
Cl -0.079 0.109 0.153 -1.5 -1.4 1.1
N -0.174 -2.544 -2.521 5.5 -8.0 -0.9
O -0.825 -2.216 -1.576 -5.2 4.6 6.5
O -0.608 -3.644 -2.940 -0.1 0.6 -3.2
O 1.046 -2.296 -2.545 -1.3 1.8 -1.4
```
Positions in Å, forces in eV/Å.

=====

ORCA calculation (wB97M-V/def2-TZVPD) on an isolated ion of composition CClO2 and charge -1 in a non-equilibrium geometry.

Results
Net charge: -1
SMILES string: O=C([O-])Cl
E (eV): -17656.87550
Orbital gap (eV): 9.0245
LUMO level (eV): 4.270
Energy above the lowest of the compared OMol25 structures with the same formula, charge and spin (kcal per mole): 10.0
Highest occupied orbital energy (hartree): -0.1747

Geometry as XYZ:
```
4
Properties=species:S:1:pos:R:3:forces:R:3
C -0.318 -0.043 0.047 -2.0 -1.8 -1.1
O -0.887 -1.135 -0.018 2.2 1.4 0.6
O -0.584 1.109 -0.009 -0.6 1.3 0.4
Cl 1.789 0.068 -0.020 0.4 -0.9 0.1
```
Positions in Å, forces in eV/Å.

=====

ORCA calculation (wB97M-V/def2-TZVPD) on CCuF2 as an isolated structure in a non-equilibrium geometry.

Results
Net charge: -1
E (eV): -51108.62999
Orbital gap (alpha / beta) (eV): 6.3664 / 7.5364
Spin multiplicity: 3
LUMO level (alpha / beta) (eV): 4.252 / 3.795
Energy above the lowest of the compared OMol25 structures with the same formula, charge and spin (kcal per mole): 0.0
⟨S²⟩: 2.017
Highest occupied orbital energy (alpha / beta) (hartree): -0.0777 / -0.1375

Geometry as XYZ:
```
4
Properties=species:S:1:pos:R:3:forces:R:3
C -0.522 0.790 0.295 1.1 0.0 0.1
F 0.016 -2.186 -0.467 -0.1 -1.9 -0.6
Cu 0.829 -0.730 0.137 -0.9 1.9 0.4
F -0.323 2.125 0.036 -0.1 0.1 0.1
```
Positions in Å, forces in eV/Å.

=====

ORCA calculation (wB97M-V/def2-TZVPD) on a 2-piece molecular cluster, CF2N2O4 overall in a non-equilibrium geometry.

Results
E (eV): -17631.26642
Orbital gap (alpha / beta) (eV): 8.6511 / 8.6530
LUMO level (alpha / beta) (eV): -3.830 / -3.830
Energy above the lowest of the compared OMol25 structures with the same formula, charge and spin (kcal per mole): 89.6
Highest occupied orbital energy (alpha / beta) (hartree): -0.4587 / -0.4587

Geometry as XYZ:
```
9
Properties=species:S:1:pos:R:3:forces:R:3
C 0.274 0.020 0.368 -1.4 -3.4 1.4
N -1.117 0.585 0.283 -0.8 -0.5 -0.3
N 1.028 -0.170 -0.920 -0.2 0.4 0.9
O -1.744 0.285 -0.699 0.3 0.1 0.3
O 1.818 -1.041 -1.028 0.1 -0.4 -0.1
O -1.463 1.211 1.248 0.3 0.1 0.0
O 0.754 0.763 -1.629 0.2 0.3 -0.7
F -0.475 -2.027 1.001 1.3 3.5 -1.2
F 0.926 0.375 1.378 0.2 -0.1 -0.4
```
Positions in Å, forces in eV/Å.

=====

ORCA calculation (wB97M-V/def2-TZVPD) on a 2-piece molecular cluster, CF2O3S overall in a non-equilibrium geometry.

Results
E (eV): -23447.64636
Orbital gap (eV): 12.6093
LUMO level (eV): 0.151
Energy above the lowest of the compared OMol25 structures with the same formula, charge and spin (kcal per mole): 54.1
Highest occupied orbital energy (hartree): -0.4579

Geometry as XYZ:
```
7
Properties=species:S:1:pos:R:3:forces:R:3
C -1.145 1.026 1.002 -3.9 2.4 -0.2
O -1.898 1.474 0.253 1.8 -1.1 1.7
O 0.743 -0.740 -1.658 -0.1 -0.4 -0.6
O -0.661 -1.193 0.300 0.2 -0.1 0.7
F 0.694 0.990 -0.077 0.3 -2.0 -0.3
F 1.805 -0.951 0.471 -1.6 0.0 -0.1
S 0.463 -0.606 -0.292 3.4 1.3 -1.3
```
Positions in Å, forces in eV/Å.

=====

ORCA calculation (wB97M-V/def2-TZVPD) on a 2-piece molecular cluster, CF3IS overall in a non-equilibrium geometry.

Results
E (eV): -28122.53927
Orbital gap (alpha / beta) (eV): 6.3644 / 6.3675
LUMO level (alpha / beta) (eV): -2.490 / -2.487
Energy above the lowest of the compared OMol25 structures with the same formula, charge and spin (kcal per mole): 52.8
Highest occupied orbital energy (alpha / beta) (hartree): -0.3254 / -0.3254

Geometry as XYZ:
```
6
Properties=species:S:1:pos:R:3:forces:R:3
C -0.868 0.102 0.422 1.6 -0.4 -0.4
F -2.105 -0.019 -0.084 1.9 0.1 1.1
F -0.505 1.365 0.654 -0.8 -1.4 -0.3
F -0.628 -0.662 1.524 -0.9 1.2 -2.1
S 0.980 -0.628 -1.622 -2.0 0.4 1.4
I 3.125 -0.159 -0.895 0.1 0.1 0.3
```
Positions in Å, forces in eV/Å.

=====

ORCA calculation (wB97M-V/def2-TZVPD) on CF3MgNO3S3Y as an isolated structure in a non-equilibrium geometry.

Results
Net charge: +1
E (eV): -55804.58539
Orbital gap (alpha / beta) (eV): 5.4417 / 5.4413
LUMO level (alpha / beta) (eV): -5.558 / -5.557
Energy above the lowest of the compared OMol25 structures with the same formula, charge and spin (kcal per mole): 120.8
Highest occupied orbital energy (alpha / beta) (hartree): -0.4042 / -0.4042

Geometry as XYZ:
```
13
Properties=species:S:1:pos:R:3:forces:R:3
Mg 2.158 -0.401 1.395 -0.6 -1.3 -1.3
N 0.117 1.125 -0.617 0.5 -0.1 -0.1
S 0.393 2.090 0.800 -0.3 0.0 -1.0
O 1.964 1.588 1.036 1.3 -0.8 0.1
S -0.373 -0.391 -0.279 3.2 -4.6 -1.9
O 0.177 -0.826 1.080 -0.3 0.7 -1.0
O 0.226 -1.748 -1.560 -3.1 4.6 3.6
C -2.205 -0.312 0.069 -1.3 -0.6 -0.3
F -2.484 0.511 1.061 0.5 0.1 0.0
F -2.814 0.093 -1.033 0.3 0.1 0.1
F -2.617 -1.532 0.378 0.4 0.3 0.0
Y 2.574 1.351 -1.076 -1.2 -3.0 -0.4
S 2.884 -1.549 -1.255 0.5 4.7 2.2
```
Positions in Å, forces in eV/Å.

=====

ORCA calculation (wB97M-V/def2-TZVPD) on CF3MgNO4S3Tl as an isolated structure in a non-equilibrium geometry.

Results
Net charge: +1
E (eV): -61501.07996
Orbital gap (alpha / beta) (eV): 4.6786 / 5.2967
LUMO level (alpha / beta) (eV): -7.585 / -7.202
Energy above the lowest of the compared OMol25 structures with the same formula, charge and spin (kcal per mole): 0.0
Highest occupied orbital energy (alpha / beta) (hartree): -0.4507 / -0.4593

Geometry as XYZ:
```
14
Properties=species:S:1:pos:R:3:forces:R:3
Tl 2.244 -1.944 1.118 5.1 -1.4 -0.9
N 0.396 -1.503 1.560 -4.8 1.8 0.3
S -0.325 -0.550 0.697 -0.8 1.7 0.6
O -0.044 -0.424 -0.786 1.4 -0.6 0.0
C -2.145 -0.939 0.632 -0.4 0.1 0.1
F -2.656 -0.848 1.844 0.1 0.0 0.0
F -2.257 -2.180 0.183 0.2 0.0 0.1
F -2.773 -0.124 -0.193 0.2 0.1 0.1
Mg 1.802 0.121 -1.386 -1.0 1.0 0.1
S 1.984 2.302 -3.048 -6.2 -1.7 1.1
O 0.313 1.876 -2.790 6.6 1.3 -0.8
S 1.425 1.770 1.121 -0.6 0.0 0.8
O 2.404 1.433 -0.076 -1.3 -0.9 -0.6
O -0.366 1.012 1.125 1.6 -1.4 -0.9
```
Positions in Å, forces in eV/Å.